(1)
DFT (ωB97M-V/def2-TZVPD) results for a cluster of 13 separate species, C74H64Cl2N12O24 in total in a non-equilibrium geometry.

Last column: Löwdin charge in e.
Positions of all 176 atoms, in Å:
Cl (-2.5419, 3.2993, -3.8913)  0.607
C (-3.3144, 4.6074, -4.7851)  -0.634
C (-4.5696, 5.0954, -4.0098)  -0.698
Cl (-4.1272, 5.7185, -2.4664)  0.605
H (-3.6855, 4.2453, -5.7438)  0.073
H (-2.5994, 5.4109, -4.9624)  0.068
H (-5.2928, 4.2892, -3.8873)  0.059
H (-5.1377, 5.8757, -4.5162)  0.071
C (5.5157, 3.0287, -2.2369)  -0.076
C (4.6517, 2.4686, -3.1674)  -0.068
C (4.7724, 2.8070, -4.5153)  -0.019
C (5.7872, 3.6195, -4.9703)  -0.161
C (6.6398, 4.1548, -4.0365)  0.002
C (6.5178, 3.9032, -2.6208)  -0.030
N (5.9212, 3.9316, -6.4222)  -0.319
O (5.1154, 3.4965, -7.2477)  0.074
O (6.8980, 4.6341, -6.6864)  0.062
H (5.3144, 2.7586, -1.2107)  0.082
H (3.8776, 1.8001, -2.8206)  0.086
H (3.9419, 2.4672, -5.1163)  0.120
H (7.3653, 4.8796, -4.3753)  0.113
H (7.2143, 4.3378, -1.9191)  0.103
C (-8.5685, 0.4286, -4.7117)  -0.064
C (-8.1452, 1.1693, -3.6348)  -0.096
C (-6.8555, 1.0918, -3.1413)  0.019
C (-5.8559, 0.3525, -3.9210)  -0.133
C (-6.2428, -0.3230, -5.0037)  -0.030
C (-7.5883, -0.3359, -5.3683)  -0.055
N (-4.4472, 0.3600, -3.4541)  -0.295
O (-4.2647, 0.7375, -2.2420)  0.011
O (-3.5599, -0.0300, -4.2072)  0.072
H (-9.5461, 0.5987, -5.1381)  0.109
H (-8.8331, 1.7861, -3.0755)  0.109
H (-6.6523, 1.6379, -2.2320)  0.108
H (-5.5621, -0.8904, -5.6210)  0.126
H (-7.9441, -0.7967, -6.2780)  0.105
C (2.0460, 1.2524, 3.8223)  -0.043
C (0.8498, 1.4182, 4.5383)  -0.045
C (0.8333, 2.3630, 5.5446)  -0.027
C (1.9592, 3.0437, 5.8684)  -0.138
C (3.1481, 2.8940, 5.1377)  -0.004
C (3.1641, 2.0079, 4.1188)  -0.083
N (1.9123, 4.0194, 6.9772)  -0.321
O (2.9554, 4.5217, 7.4007)  0.057
O (0.8113, 4.2625, 7.5025)  0.048
H (2.0454, 0.5585, 2.9947)  0.086
H (0.0034, 0.8446, 4.1906)  0.101
H (-0.0910, 2.4841, 6.0898)  0.120
H (4.0782, 3.4021, 5.3451)  0.121
H (4.0203, 1.9882, 3.4608)  0.092
C (2.0769, -3.3731, -5.0890)  -0.100
C (2.7580, -4.3819, -5.8024)  -0.052
C (3.9935, -4.1087, -6.4257)  0.015
C (4.5543, -2.7939, -6.2064)  -0.117
C (3.8610, -1.8700, -5.4223)  0.018
C (2.6054, -2.1780, -4.8390)  -0.086
N (5.8782, -2.4771, -6.7858)  -0.347
O (6.5614, -3.3917, -7.2532)  0.054
O (6.2785, -1.3249, -6.7890)  0.076
H (1.1478, -3.5759, -4.5770)  0.109
H (2.3760, -5.3507, -6.0883)  0.100
H (4.5688, -4.8480, -6.9630)  0.108
H (4.2217, -0.8803, -5.1841)  0.112
H (2.1018, -1.3683, -4.3318)  0.092
C (-1.8048, 0.3863, 1.0375)  -0.052
C (-0.6585, -0.4167, 1.2009)  -0.034
C (0.3737, -0.3614, 0.2265)  0.010
C (0.1889, 0.5437, -0.8230)  -0.149
C (-0.9194, 1.3967, -0.9236)  0.012
C (-2.0401, 1.2188, -0.0817)  -0.031
N (1.1498, 0.5743, -1.9013)  -0.322
O (1.3738, 1.6310, -2.4551)  0.060
O (1.8804, -0.3938, -2.1227)  0.037
H (-2.5921, 0.1653, 1.7430)  0.079
H (-0.5524, -1.1053, 2.0261)  0.092
H (1.2381, -1.0005, 0.3302)  0.091
H (-1.1114, 1.9328, -1.8413)  0.073
H (-2.9623, 1.7510, -0.2625)  0.092
C (-5.0972, -5.7500, 5.7405)  -0.095
C (-5.1682, -5.7147, 4.4459)  -0.101
C (-4.5569, -4.6555, 3.7395)  0.026
C (-3.9511, -3.5811, 4.4349)  -0.117
C (-3.9431, -3.6632, 5.8187)  -0.043
C (-4.5084, -4.6923, 6.5206)  -0.035
N (-3.3755, -2.4852, 3.6079)  -0.322
O (-3.6728, -2.3972, 2.4634)  0.082
O (-2.6794, -1.6645, 4.2454)  0.061
H (-5.6637, -6.4438, 6.3440)  0.110
H (-5.6201, -6.4377, 3.7830)  0.115
H (-4.6925, -4.7236, 2.6702)  0.108
H (-3.5318, -2.8452, 6.3915)  0.122
H (-4.6020, -4.6023, 7.5928)  0.110
C (-6.4929, -4.1754, -2.0124)  -0.078
C (-5.4298, -4.0568, -1.1978)  -0.080
C (-5.4087, -2.9383, -0.3769)  0.006
C (-6.4525, -1.9732, -0.2806)  -0.104
C (-7.6024, -2.1789, -1.0701)  -0.003
C (-7.6207, -3.3197, -1.8758)  -0.056
N (-6.2501, -0.7424, 0.5047)  -0.345
O (-7.1266, 0.0915, 0.5502)  0.062
O (-5.1824, -0.5006, 1.0085)  0.071
H (-6.6058, -5.0699, -2.6071)  0.107
H (-4.6077, -4.7398, -1.0427)  0.116
H (-4.5130, -2.7963, 0.2096)  0.096
H (-8.4315, -1.4957, -1.1809)  0.114
H (-8.4845, -3.4783, -2.5044)  0.102
C (7.2165, -1.4774, 3.8802)  -0.076
C (5.8877, -1.7637, 3.9203)  -0.071
C (4.9797, -1.1501, 3.0619)  0.000
C (5.4182, -0.1458, 2.2004)  -0.131
C (6.7448, 0.2146, 2.2306)  -0.019
C (7.6680, -0.4722, 3.0177)  -0.053
N (4.4330, 0.5342, 1.2496)  -0.288
O (4.6682, 1.6848, 0.8621)  0.053
O (3.3962, -0.0524, 0.9159)  0.047
H (7.9334, -1.9461, 4.5380)  0.109
H (5.6316, -2.6506, 4.4808)  0.111
H (3.9666, -1.5244, 3.0563)  0.095
H (7.0977, 0.9713, 1.5456)  0.118
H (8.6948, -0.1414, 3.0704)  0.107
C (4.7342, -3.1236, -0.7839)  -0.069
C (3.3718, -3.2760, -0.8951)  -0.064
C (2.7793, -4.0454, 0.0805)  -0.020
C (3.4958, -4.6738, 1.0808)  -0.124
C (4.9289, -4.5304, 1.0976)  0.003
C (5.5885, -3.7991, 0.1156)  -0.045
N (2.8129, -5.5315, 2.0661)  -0.337
O (1.6080, -5.6802, 1.8715)  0.060
O (3.4584, -6.0720, 2.9505)  0.068
H (5.2376, -2.5529, -1.5503)  0.105
H (2.7679, -3.0074, -1.7493)  0.101
H (1.7038, -4.1123, 0.0091)  0.119
H (5.4307, -5.0576, 1.8956)  0.107
H (6.6655, -3.7208, 0.0938)  0.108
C (0.6607, -7.1492, 6.6330)  -0.033
C (1.9618, -6.6378, 6.3518)  -0.055
C (2.1198, -5.4060, 5.7441)  -0.028
C (1.0390, -4.6096, 5.3201)  -0.106
C (-0.2507, -5.1324, 5.5937)  -0.006
C (-0.4235, -6.3635, 6.1805)  -0.079
N (1.2929, -3.3436, 4.5717)  -0.298
O (2.4659, -3.0180, 4.3246)  0.039
O (0.3596, -2.5614, 4.3741)  0.067
H (0.4013, -8.0227, 7.2127)  0.102
H (2.7878, -7.2664, 6.6502)  0.105
H (3.1127, -4.9885, 5.6652)  0.111
H (-1.1249, -4.5622, 5.3159)  0.098
H (-1.4317, -6.7276, 6.3119)  0.099
C (0.5484, 5.4137, -2.9374)  -0.056
C (1.8629, 5.0110, -3.1173)  -0.043
C (2.8195, 5.9459, -3.4959)  -0.007
C (2.4976, 7.2516, -3.7038)  -0.117
C (1.1452, 7.6848, -3.4262)  -0.011
C (0.1891, 6.7628, -3.1385)  -0.083
N (3.4288, 8.3226, -4.1583)  -0.345
O (2.9865, 9.2817, -4.7295)  0.092
O (4.6275, 8.1168, -3.8975)  0.057
H (-0.2632, 4.7443, -2.6930)  0.071
H (2.0252, 3.9534, -2.9706)  0.082
H (3.8283, 5.6307, -3.7179)  0.108
H (0.8436, 8.7074, -3.5983)  0.111
H (-0.7757, 7.1879, -2.9044)  0.099
C (-5.0316, 4.5595, 0.8599)  -0.076
C (-3.9421, 5.3250, 1.2957)  -0.079
C (-3.1628, 4.8189, 2.2835)  -0.016
C (-3.3934, 3.5476, 2.8079)  -0.144
C (-4.4594, 2.8240, 2.3557)  -0.027
C (-5.3708, 3.3056, 1.4165)  -0.032
N (-2.4267, 2.9571, 3.7528)  -0.294
O (-1.2412, 3.3177, 3.6877)  0.061
O (-2.7368, 2.0123, 4.4832)  0.065
H (-5.6349, 4.9723, 0.0649)  0.077
H (-3.6624, 6.1950, 0.7201)  0.102
H (-2.3648, 5.4486, 2.6482)  0.123
H (-4.6096, 1.8316, 2.7545)  0.114
H (-6.2272, 2.7165, 1.1234)  0.096

Properties
Energy relative to the best compared isomer or geometry (same formula, charge and spin) (kcal per mole): 49.48
HOMO-LUMO gap (eV): 8.10
Total energy (eV): -169805.84140
2S+1: 1



(2)
DFT (ωB97M-V/def2-TZVPD) results for a cluster of 2 separate species, C3H9NO2 in total in a non-equilibrium geometry.

Last column: Löwdin charge in e.
Positions of all 15 atoms, in Å:
C (1.3674, 0.4931, 0.2658)  -0.029
C (0.6803, 1.7309, 0.1194)  -0.534
O (-0.6729, 1.7156, 0.5423)  0.044
O (1.0266, 2.8375, -0.2708)  0.088
H (1.0611, -0.3673, -0.5319)  0.136
H (1.3458, 0.2492, 1.3917)  0.136
H (2.3870, 0.2909, -0.0558)  0.078
C (-1.1199, -2.2272, -0.5023)  -0.232
N (-0.9071, -3.5888, -0.0286)  -0.095
H (-1.4860, -3.9077, 0.7094)  0.031
H (-0.7620, -4.2827, -0.8634)  0.108
H (-1.1725, 2.2288, -0.0603)  0.079
H (-0.5809, -1.5125, 0.2287)  0.062
H (-2.1952, -1.8361, -0.6408)  0.087
H (-0.6440, -2.1468, -1.4463)  0.041

Properties
Energy relative to the best compared isomer or geometry (same formula, charge and spin) (kcal per mole): 58.01
HOMO-LUMO gap (eV): 9.77
Total energy (eV): -8840.43965
SMILES: CC(=O)O.CN
2S+1: 1



(3)
DFT (ωB97M-V/def2-TZVPD) results for the molecule C11H20N2O5 in a non-equilibrium geometry.

Last column: Löwdin charge in e.
Positions of all 38 atoms, in Å:
C (1.6973, 0.7857, -0.4490)  -0.352
C (1.0535, 0.9818, 0.9549)  -0.466
C (3.1280, 0.2485, -0.3201)  -0.149
C (3.1986, -1.3290, 0.0448)  -0.347
C (2.7514, -2.2077, -1.1941)  -0.080
C (2.3263, -1.7207, 1.2828)  -0.073
C (-1.4952, 0.9210, 0.3123)  -0.202
C (-1.8971, 2.4529, 0.0793)  -0.409
C (-2.6635, 0.1291, 0.8665)  -0.160
C (-3.6119, -0.0082, -0.2876)  -0.119
C (-4.5829, -1.1246, 0.0493)  -0.479
H (2.3698, 2.6039, -0.6326)  0.144
H (1.8154, 1.9203, -2.0437)  0.111
H (1.2900, -0.2530, -0.9021)  0.163
H (3.6725, 0.4613, -1.2640)  0.107
H (3.8117, 0.8874, 0.4435)  0.158
H (4.2712, -1.5557, 0.1155)  0.123
H (2.9625, -3.2019, -1.1599)  0.033
H (1.7255, -1.9048, -1.5513)  0.087
H (3.4887, -2.0348, -1.9477)  0.060
H (2.3742, -2.8731, 1.3480)  0.109
H (2.6686, -1.1590, 2.1487)  0.066
H (1.2872, -1.4146, 1.2880)  0.054
H (-0.4979, 1.2626, 2.1451)  0.187
H (-1.2524, 0.3770, -0.6430)  0.155
H (-3.0991, 0.6686, 1.7316)  0.148
H (-2.4191, -0.9015, 1.0806)  0.125
H (-3.0241, -0.4770, -1.1492)  0.156
H (-4.2496, 0.8389, -0.6457)  0.153
H (-5.9842, -2.0723, -0.8759)  0.188
H (-0.1393, 2.7094, -0.7206)  0.007
N (1.5498, 2.0737, -1.0604)  0.051
N (-0.2766, 0.8639, 1.1887)  0.117
O (1.7477, 1.0134, 1.9707)  0.035
O (-2.9475, 2.9967, 0.3909)  0.100
O (-4.7717, -1.8681, 1.0443)  0.060
O (-5.3372, -1.2664, -1.0765)  0.037
O (-0.9407, 3.1764, -0.5623)  0.103

Properties
Energy relative to the best compared isomer or geometry (same formula, charge and spin) (kcal per mole): 67.39
HOMO-LUMO gap (eV): 10.22
Total energy (eV): -24947.99308
SMILES: CC(C)C[C@H](N)C(=O)N[C@@H](CCC(=O)O)C(=O)O
2S+1: 1